Record 1
ORCA calculation (wB97M-V/def2-TZVPD) on a molecular structure, C39H23CaF12N5O8.

Values from the calculation:
Maximum force ... 1.03 eV Å⁻¹
Frontier orbital gap (alpha / beta) ... 4.931 / 4.529 eV
E_HOMO (alpha / beta) ... -1.3 / -1.0 eV
Calculated total energy ... -4251.603873 hartree
Total charge ... -2
Multiplicity ... 1

XYZ file:
```
88
Properties=species:S:1:pos:R:3:mulliken_charge:R:1
Ca -0.0595 -0.4510 0.8605 2.356
C -5.6170 2.5012 -2.6183 -1.747
C -4.2589 1.8786 -2.4167 2.284
C -3.5800 1.3378 -3.5200 -3.191
C -2.2202 1.0430 -3.2772 0.092
C -1.7463 0.3662 -1.9441 0.322
N -1.0070 -0.8760 -1.7127 0.149
C -0.0086 -1.2663 -2.4101 0.507
C 0.8004 0.9231 -3.4085 -0.501
C 2.0869 0.6940 -4.1677 -1.764
C 2.8659 -0.5041 -3.7813 1.614
C 4.1191 -0.7046 -4.6080 -1.853
C 2.3316 -2.4589 -2.4306 -1.323
C 1.1207 -2.0633 -1.6503 -0.167
C 0.5433 -3.1460 -0.6112 2.434
O 0.0504 -2.6230 0.4920 -1.076
C -0.5033 -4.0278 -1.3874 0.288
F -1.6937 -3.4710 -1.4975 -0.043
F -0.0835 -4.3232 -2.6504 -0.345
F -0.6934 -5.2158 -0.7738 -0.337
C 1.6675 -4.1605 -0.1758 0.278
F 2.7926 -3.5068 0.1994 -0.158
F 2.0642 -5.0507 -1.1249 -0.320
F 1.2973 -4.8816 0.8794 -0.280
C -2.6151 1.0050 -0.7347 0.715
C -3.7352 1.8622 -1.1621 -2.120
C -3.0746 0.1755 0.5449 1.323
O -2.1252 -0.5150 1.1394 -1.251
C -4.1840 -0.8437 0.1014 0.109
F -4.6008 -1.5530 1.1699 -0.303
F -3.6734 -1.7151 -0.7765 -0.070
F -5.3055 -0.3550 -0.4649 -0.264
C -3.7000 1.1294 1.6383 0.638
F -5.0133 1.4397 1.4811 -0.272
F -3.0396 2.2974 1.7126 -0.236
F -3.6185 0.5693 2.8490 -0.289
H -5.7200 2.9235 -3.6205 0.418
H -5.7994 3.2906 -1.8869 0.387
H -6.4022 1.7508 -2.4894 0.256
H -3.9859 1.3538 -4.5215 0.221
H -1.6971 0.7097 -4.1617 0.349
H 0.1638 1.6165 -3.9437 1.097
H 2.5219 1.4418 -4.8183 0.370
H 3.9594 -0.3841 -5.6395 0.515
H 4.4106 -1.7574 -4.6237 0.314
H 4.9520 -0.1295 -4.1965 0.341
H 2.8237 -3.4130 -2.3553 0.327
H -4.2794 2.3715 -0.3832 0.163
O 4.1523 -1.1763 -0.0037 -0.470
C 2.8525 -0.8706 0.1270 -0.233
O 2.3691 -0.6777 1.2127 -0.365
C 2.0782 -0.7095 -1.2128 0.859
C 2.9941 -1.1156 -2.4088 -0.853
C 1.6179 -0.7336 -4.5531 -2.092
C 0.3484 -0.5783 -3.7162 -0.602
C 0.6370 1.1344 -1.9429 -0.542
N 1.2399 0.4727 -1.0300 -0.258
C -0.8230 1.5666 -1.6884 2.234
O -1.3429 2.3340 -2.7238 -0.837
O -1.2876 1.7991 -0.3840 -0.558
H 4.4818 -1.2783 0.9030 0.491
H 4.0463 -1.1043 -2.1329 0.979
H 1.6484 -1.1969 -5.5300 0.260
H -0.5287 -0.5878 -4.3496 1.703
O 2.6632 2.2193 8.0592 -0.811
N 2.1396 1.2090 7.5044 0.917
O 1.8910 0.1622 8.1770 -0.800
C 1.7527 1.3136 6.1747 -0.777
C 2.0214 2.5067 5.5145 -0.923
C 1.6938 2.6951 4.1553 1.460
C 1.9695 3.9064 3.4785 -0.758
C 1.6397 4.0364 2.1568 -1.225
C 1.0407 2.9505 1.4998 -0.286
N 0.7770 1.8083 2.1000 0.542
C 1.0805 1.6729 3.4027 -0.253
C 0.7681 0.4197 4.0855 -0.511
N 0.1702 -0.5276 3.3453 -0.200
C -0.1531 -1.6846 3.8852 -0.655
C 0.0987 -1.9610 5.2265 -1.110
C 0.7176 -1.0087 6.0045 -0.395
C 1.0848 0.2320 5.4506 0.872
H 2.5012 3.2984 6.0682 0.491
H 2.4350 4.7187 4.0254 0.403
H 1.8248 4.9545 1.6142 0.437
H 0.7454 3.0189 0.4595 0.323
H -0.6310 -2.4092 3.2336 0.580
H -0.1870 -2.9176 5.6438 0.402
H 0.9415 -1.1762 7.0451 0.603
```

Record 2
ORCA calculation (wB97M-V/def2-TZVPD) on a gas-phase ion, C5H10NO (charge +1).

Values from the calculation:
Maximum force ... 4.02 eV Å⁻¹
SMILES ... C[C@H](O)[N+]1(C)C=C1
Frontier orbital gap ... 11.362 eV
E_HOMO ... -15.0 eV
Calculated total energy ... -326.106911 hartree
Total charge ... +1
Multiplicity ... 1

XYZ file:
```
17
Properties=species:S:1:pos:R:3:mulliken_charge:R:1
C -1.1732 -0.8160 1.2840 -0.127
C -1.3167 0.4507 1.4892 -0.144
C 1.6954 -0.1180 -1.0704 -1.102
C -1.3803 0.4191 -1.0704 -0.838
C 0.8962 0.5576 0.0964 -0.091
N -0.7298 0.0456 0.2091 0.039
O 1.2973 0.2764 1.3380 -0.499
H -1.1889 -1.8147 1.6216 0.395
H -1.4715 1.3235 2.0581 0.365
H 1.5394 -1.1893 -0.9358 0.383
H 1.4361 0.0460 -2.1485 0.351
H 2.7893 0.0140 -0.7851 0.353
H -0.8520 1.3435 -1.4506 0.269
H -1.2683 -0.3038 -1.8189 0.348
H -2.4819 0.3979 -0.7429 0.397
H 0.8029 1.6341 -0.0683 0.486
H 1.6497 -0.6414 1.2687 0.414
```

Record 3
ORCA calculation (wB97M-V/def2-TZVPD) on a molecular structure, C43H63Cl4CsF18N2O4P.

Values from the calculation:
Maximum force ... 2.88 eV Å⁻¹
Frontier orbital gap ... 2.214 eV
E_HOMO ... -2.9 eV
Calculated total energy ... -6086.360509 hartree
Total charge ... -1
Multiplicity ... 1

XYZ file:
```
136
Properties=species:S:1:pos:R:3:mulliken_charge:R:1
C -9.6023 3.8364 13.7464 -0.939
C -9.5171 2.3556 13.2877 -0.339
O -8.7327 2.1974 12.1251 -0.317
C -7.3394 2.3387 12.4207 -0.697
C -6.5862 1.0508 12.0635 -0.345
O -6.4794 1.0424 10.6450 -0.293
C -5.5086 0.0799 10.2559 -0.184
C -4.8326 0.6333 8.9872 -0.553
O -3.6315 -0.1207 8.7530 -0.278
C -2.5065 0.5301 9.2543 -0.519
N -1.4512 0.3767 8.2197 0.380
C -0.7858 1.4755 7.7781 -0.451
C 0.1501 1.3234 6.7928 -1.218
C 0.4494 0.0511 6.2273 1.114
C 1.3922 -0.1652 5.1602 -0.129
C 2.1024 1.0280 4.5347 1.597
F 2.9251 1.5542 5.4785 -0.326
F 1.1462 1.9551 4.2198 -0.293
C 2.9188 0.7227 3.2565 0.493
F 3.8737 -0.1692 3.6306 -0.316
F 2.1343 0.0644 2.3640 -0.168
C 3.6737 1.9453 2.6263 0.374
F 4.9878 1.7643 2.8950 -0.304
F 3.3569 3.1158 3.2013 -0.289
C 3.6277 2.0482 1.0504 0.732
F 4.0915 0.8892 0.5372 -0.301
F 4.5525 2.9759 0.8062 -0.275
C 2.2634 2.5536 0.4139 0.281
F 2.4097 3.8293 0.1022 -0.168
F 1.2816 2.5644 1.3852 -0.324
C 1.6313 1.7006 -0.7659 0.795
F 1.5652 0.3929 -0.4286 -0.256
F 0.3096 2.1389 -0.8274 -0.344
C 2.0227 1.7429 -2.3005 -0.089
F 1.0217 0.9758 -2.8973 -0.397
F 1.9063 2.9302 -2.8564 -0.205
C 3.3704 1.0152 -2.7761 0.874
F 3.1865 0.8923 -4.1290 -0.190
F 3.3608 -0.2505 -2.2920 -0.264
F 4.5764 1.4992 -2.6789 -0.215
C 1.5828 -1.4695 4.7714 -0.716
C 0.8892 -2.5701 5.3302 -1.170
C -0.0334 -2.3848 6.3216 -0.890
C -0.2515 -1.0549 6.7729 1.019
C -1.2101 -0.8314 7.7827 -0.224
H -8.7493 4.4297 13.4056 0.296
H -9.6400 3.8653 14.8423 0.283
H -10.5101 4.3133 13.3593 0.301
H -9.1638 1.7217 14.1156 0.302
H -10.5340 2.0365 13.0338 0.323
H -6.9521 3.0921 11.7197 0.214
H -7.1331 2.6441 13.4537 0.468
H -5.6101 1.0946 12.5574 0.427
H -7.1444 0.1486 12.3551 0.273
H -4.7084 -0.0693 10.9984 0.260
H -5.9088 -0.9064 9.9704 0.110
H -4.6644 1.7184 9.0364 0.356
H -5.4972 0.4222 8.1407 0.275
H -2.1464 0.1344 10.2082 0.189
H -2.6523 1.6081 9.3740 0.022
H -0.9885 2.4703 8.1455 0.354
H 0.6501 2.2099 6.4252 0.483
H 2.2704 -1.7074 3.9661 0.487
H 1.1031 -3.5669 4.9538 0.400
H -0.5908 -3.2236 6.7278 0.475
H -1.7951 -1.6404 8.2082 0.470
O -6.8841 -2.5727 9.3070 -1.110
H -7.2539 -3.4594 9.2610 0.106
C 1.6874 1.3589 -6.5456 -1.245
C 1.3205 1.2323 -8.0211 0.085
C 0.3840 0.0580 -8.3014 -1.240
C 1.0492 -1.3246 -8.2742 -1.178
P 1.9791 -1.8330 -9.7292 1.237
C 0.9325 -1.5424 -11.1441 -1.191
C -0.5087 -2.0564 -11.1633 -0.833
C -0.7504 -3.5546 -11.3903 -0.384
C -0.0027 -4.1493 -12.5778 -1.265
C 2.2659 -3.6140 -9.6744 -0.680
C 3.0736 -4.2951 -8.5584 -0.966
C 4.5976 -4.1766 -8.6173 0.275
C 5.2122 -4.3839 -9.9964 -1.392
C 3.4147 -0.8396 -10.1551 -0.889
C 4.7315 -0.7700 -9.3655 -1.191
C 4.6446 -0.5551 -7.8455 0.463
C 5.0308 0.8603 -7.4189 -1.662
H 2.1573 0.4528 -6.1610 0.115
H 2.3818 2.1859 -6.4002 0.482
H 0.8013 1.5637 -5.9405 0.441
H 2.2255 1.1583 -8.6252 -0.224
H 0.8232 2.1527 -8.3342 0.488
H -0.0933 0.2136 -9.2715 0.423
H -0.4223 0.0687 -7.5622 0.559
H 0.2484 -2.0682 -8.1802 0.682
H 1.6415 -1.4503 -7.3643 0.675
H 1.4678 -1.8723 -12.0301 0.953
H 0.8809 -0.3566 -11.2540 -0.105
H -1.0178 -1.5189 -11.9692 0.423
H -1.0176 -1.7663 -10.2374 0.199
H -1.8224 -3.7013 -11.5532 0.438
H -0.5231 -4.1244 -10.4843 0.234
H -0.3127 -3.6758 -13.5106 0.371
H -0.2131 -5.2175 -12.6576 0.375
H 1.0783 -4.0400 -12.4822 0.232
H 2.6105 -3.9446 -10.6553 0.530
H 1.2636 -4.0353 -9.5699 0.039
H 2.8296 -5.3613 -8.5958 0.446
H 2.7246 -3.9411 -7.5840 0.310
H 5.0265 -4.9117 -7.9312 0.460
H 4.8988 -3.2089 -8.2146 -0.323
H 5.0497 -5.4040 -10.3511 0.353
H 6.2877 -4.2072 -9.9571 0.414
H 4.8043 -3.6955 -10.7390 0.311
H 3.0494 0.1789 -10.3117 0.722
H 3.6819 -1.1750 -11.1631 0.604
H 5.3326 0.0261 -9.8105 0.595
H 5.3049 -1.6763 -9.5678 0.126
H 5.3397 -1.2377 -7.3495 0.562
H 3.6530 -0.8036 -7.4640 -0.270
H 6.0863 1.0457 -7.6222 0.486
H 4.8732 0.9932 -6.3480 0.265
H 4.4441 1.6145 -7.9469 0.316
C -1.0301 0.1337 1.5369 0.293
Cl -2.5919 0.1690 0.6835 -0.425
Cl -1.2878 -0.0337 3.2574 -0.068
H -0.4514 -0.7100 1.1755 0.211
H -0.5012 1.0587 1.3402 -0.074
C -1.7111 3.9061 11.1805 -0.963
C -2.8203 3.1023 11.6704 0.473
N -3.6874 2.4491 12.0429 -0.351
H -0.7812 3.3336 11.1888 0.290
H -1.8880 4.2382 10.1575 0.232
H -1.5647 4.7930 11.7958 0.351
F 0.3191 0.8406 9.7614 -0.827
Cs -2.2808 0.3589 -2.0471 1.093
Cl 4.3852 3.6573 -1.9585 -0.692
Cl 1.4975 0.6918 -12.6175 -0.629
```